(1)
A structure of composition C42H32F6N7O4PdSe. Source: the OMol25 dataset; level of theory: ωB97M-V with the def2-TZVPD basis set.

```
93
Properties=species:S:1:pos:R:3:lowdin_charge:R:1
Pd -1.76 -1.08 -3.02 0.737
C -7.80 4.26 8.07 -0.072
O -6.48 4.50 7.60 -0.071
C -6.09 3.86 6.48 -0.280
C -4.81 4.18 6.01 0.013
C -4.31 3.58 4.88 -0.015
C -5.08 2.65 4.17 -0.160
C -6.35 2.34 4.64 -0.024
C -6.86 2.94 5.79 -0.010
C -4.52 2.04 2.96 -0.254
N -3.39 2.40 2.40 0.191
C -3.26 1.58 1.31 -0.169
C -4.32 0.71 1.21 -0.123
N -5.12 1.02 2.29 0.185
C -4.44 -0.30 0.21 -0.064
C -5.47 -1.24 0.10 0.016
C -5.41 -2.18 -0.88 -0.011
C -4.32 -2.19 -1.76 -0.072
N -3.35 -1.30 -1.71 0.005
C -3.40 -0.34 -0.74 -0.115
C -2.33 0.62 -0.70 -0.132
N -1.44 0.56 -1.71 0.022
C -0.40 1.37 -1.72 -0.097
C -0.20 2.32 -0.71 -0.024
C -1.11 2.42 0.31 0.020
C -2.22 1.56 0.33 -0.066
H -7.93 4.90 8.94 0.095
H -7.92 3.21 8.38 0.097
H -8.54 4.51 7.32 0.097
H -4.22 4.90 6.57 0.124
H -3.33 3.83 4.52 0.113
H -6.98 1.64 4.12 0.106
H -7.85 2.67 6.12 0.105
H -5.98 0.57 2.55 0.148
H -6.30 -1.22 0.80 0.120
H -6.17 -2.94 -0.99 0.118
H -4.23 -2.96 -2.51 0.078
H 0.26 1.27 -2.57 0.113
H 0.66 2.97 -0.76 0.109
H -1.00 3.15 1.10 0.122
C 6.58 -1.80 -3.83 -0.063
C 5.69 -0.57 -3.97 -0.193
N 4.46 -0.67 -3.20 -0.042
C 3.29 -0.96 -3.86 0.035
C 2.08 -1.11 -3.28 -0.032
C 0.91 -1.38 -4.20 -0.614
O 1.02 -2.23 -5.05 0.061
O -0.10 -0.56 -4.02 -0.243
C 1.96 -1.02 -1.84 -0.330
O 0.95 -1.26 -1.19 0.055
C 3.21 -0.60 -1.15 -0.044
C 3.17 -0.34 0.21 0.085
C 4.29 0.06 0.88 -0.193
F 4.20 0.37 2.20 0.056
C 5.52 0.19 0.23 -0.145
C 5.57 -0.07 -1.13 0.047
C 4.42 -0.44 -1.84 -0.128
N 6.72 0.53 0.91 -0.106
C 6.84 0.44 2.36 -0.132
C 8.34 0.52 2.71 -0.072
N 9.11 0.08 1.50 0.052
C 9.01 1.11 0.40 -0.069
C 7.56 1.60 0.38 -0.126
H 7.49 -1.68 -4.41 0.080
H 6.05 -2.69 -4.19 0.088
H 6.85 -1.99 -2.79 0.064
H 5.41 -0.44 -5.02 0.123
H 6.22 0.34 -3.69 0.115
H 3.39 -1.10 -4.93 0.149
H 2.22 -0.45 0.73 0.143
H 6.53 -0.03 -1.63 0.101
H 6.43 -0.51 2.69 0.138
H 6.32 1.24 2.89 0.134
H 8.60 -0.13 3.54 0.138
H 8.67 1.53 2.93 0.136
H 8.67 -0.77 1.15 0.184
H 10.08 -0.13 1.72 0.185
H 9.30 0.61 -0.52 0.135
H 9.72 1.90 0.63 0.136
H 7.27 1.85 -0.63 0.130
H 7.45 2.51 0.98 0.137
F -6.90 -6.32 -3.94 0.134
C -5.90 -5.47 -4.13 -0.140
C -4.63 -5.79 -3.67 -0.146
F -4.42 -6.94 -3.04 0.125
C -3.59 -4.89 -3.88 -0.278
F -2.39 -5.23 -3.39 0.090
C -3.77 -3.68 -4.52 -0.537
Se -2.30 -2.51 -4.89 0.809
C -5.05 -3.40 -4.97 -0.271
F -5.33 -2.25 -5.59 0.087
C -6.11 -4.27 -4.79 -0.145
F -7.33 -3.97 -5.22 0.125
```

Properties
Charge: +1
LUMO energy, Ha: -0.1178
HOMO energy, eV: -8.6
Electronic energy, Eh: -5432.295963
ΔE to the lowest compared entry with this formula, charge and spin, eV: 1.195
HOMO-LUMO gap, Ha: 0.199

---

(2)
A structure of composition C42H33HgN12OS2. Source: the OMol25 dataset; level of theory: ωB97M-V with the def2-TZVPD basis set.

```
91
Properties=species:S:1:pos:R:3:lowdin_charge:R:1
Hg 1.49 -1.03 0.72 0.892
N 2.22 -5.48 1.77 0.102
C 1.92 -5.88 3.08 -0.251
C 2.05 -7.22 3.44 -0.034
C 1.77 -7.63 4.73 -0.102
C 1.35 -6.71 5.68 -0.106
C 1.22 -5.38 5.32 -0.118
C 1.50 -4.95 4.03 -0.465
S 1.35 -3.25 3.63 0.966
N 1.70 -3.16 1.97 -0.351
C 2.13 -4.19 1.27 -0.385
C 2.51 -4.00 -0.09 -0.244
C 2.71 -5.07 -1.02 -0.050
C 3.12 -4.82 -2.29 -0.099
C 3.36 -3.48 -2.69 -0.101
C 3.08 -2.49 -1.78 -0.204
N 2.65 -2.70 -0.53 -0.027
H 2.76 -6.13 1.23 0.117
H 2.38 -7.93 2.69 0.110
H 1.88 -8.68 4.99 0.099
H 1.13 -7.03 6.69 0.098
H 0.90 -4.65 6.05 0.103
H 2.48 -6.09 -0.73 0.097
H 3.26 -5.63 -2.99 0.097
H 3.72 -3.23 -3.68 0.086
H 3.21 -1.45 -2.05 0.100
C -1.63 -1.50 2.32 -0.044
C -0.75 -0.69 3.22 -0.373
C -1.18 -0.43 4.55 -0.020
C -0.34 0.24 5.39 -0.002
C 0.92 0.69 4.93 -0.163
C 1.81 1.38 5.77 -0.053
C 3.01 1.80 5.28 -0.083
C 3.34 1.57 3.93 -0.131
C 2.50 0.91 3.06 -0.629
S 3.00 0.78 1.37 0.498
C 1.26 0.43 3.58 -0.243
N 0.41 -0.28 2.78 0.042
H -2.64 -1.09 2.28 0.085
H -1.70 -2.53 2.69 0.082
H -1.22 -1.53 1.31 0.039
H -2.15 -0.78 4.88 0.116
H -0.63 0.44 6.41 0.119
H 1.53 1.57 6.81 0.108
H 3.71 2.32 5.92 0.103
H 4.30 1.92 3.55 0.094
C -1.59 5.35 1.11 -0.083
N -1.10 4.01 0.88 -0.156
C 0.10 3.62 0.45 -0.147
N 0.09 2.34 0.16 0.081
C -1.19 1.99 0.46 -0.231
N -1.96 2.97 0.89 0.110
C -2.12 5.99 -0.16 -0.180
C -2.28 7.37 -0.22 -0.039
C -2.76 7.98 -1.37 -0.066
C -3.05 7.22 -2.49 -0.020
C -2.89 5.84 -2.45 -0.129
C -2.44 5.23 -1.28 0.042
C -3.14 5.03 -3.65 -0.281
N -3.95 5.22 -4.62 0.122
N -3.84 4.13 -5.47 0.121
C -2.98 3.34 -4.93 -0.290
O -2.47 3.84 -3.77 0.124
C -2.51 2.03 -5.42 -0.130
C -3.22 1.39 -6.43 -0.014
C -2.79 0.16 -6.90 -0.057
C -1.65 -0.43 -6.37 -0.028
C -0.94 0.20 -5.36 -0.193
C 0.32 -0.43 -4.82 -0.080
N 0.18 -0.92 -3.46 -0.112
C 0.51 -0.33 -2.32 -0.158
N 0.22 -1.13 -1.31 -0.004
C -0.31 -2.23 -1.92 -0.197
N -0.36 -2.14 -3.23 0.143
C -1.37 1.44 -4.88 0.035
H -0.78 5.95 1.51 0.132
H -2.37 5.27 1.86 0.135
H 0.95 4.28 0.35 0.137
H -1.57 0.98 0.36 0.094
H -2.02 7.99 0.63 0.117
H -2.87 9.05 -1.40 0.108
H -3.41 7.69 -3.40 0.119
H -2.33 4.15 -1.26 0.113
H -4.11 1.86 -6.83 0.118
H -3.34 -0.34 -7.68 0.110
H -1.32 -1.39 -6.74 0.117
H 1.14 0.29 -4.81 0.136
H 0.62 -1.28 -5.43 0.128
H 0.96 0.64 -2.25 0.136
H -0.63 -3.11 -1.38 0.120
H -0.83 1.94 -4.09 0.124
```

Properties
⟨S²⟩: 0.764
LUMO energy (spin up / spin down), Ha: -0.0022 / -0.0022
Spin multiplicity: 2
HOMO energy (spin up / spin down), eV: -4.8 / -6.6
Electronic energy, Eh: -3302.426638
ΔE to the lowest compared entry with this formula, charge and spin, eV: 0.000
HOMO-LUMO gap (spin up / spin down), Ha: 0.176 / 0.240

---

(3)
A structure of composition C42H33N3OPRh. Source: the OMol25 dataset; level of theory: ωB97M-V with the def2-TZVPD basis set.

```
81
Properties=species:S:1:pos:R:3:lowdin_charge:R:1
Rh -0.13 0.15 -0.15 1.097
N -1.86 -0.27 1.65 0.098
C -3.10 0.15 1.19 -0.239
C -4.16 -0.75 1.07 -0.024
C -5.40 -0.32 0.64 -0.018
C -5.60 1.04 0.34 -0.029
C -4.56 1.94 0.45 0.005
C -3.29 1.52 0.86 -0.109
C -2.18 2.46 0.88 -0.183
C -2.34 3.72 1.46 -0.010
C -1.34 4.66 1.38 -0.018
C -0.18 4.39 0.63 -0.009
C -0.03 3.16 0.01 -0.098
C -0.96 2.14 0.21 -0.100
H -1.85 -1.20 2.02 0.118
H -1.39 0.39 2.26 0.116
H -4.00 -1.79 1.33 0.124
H -6.21 -1.02 0.55 0.126
H -6.57 1.36 0.00 0.123
H -4.72 2.97 0.18 0.132
H -3.26 3.94 1.99 0.131
H -1.45 5.61 1.88 0.124
H 0.59 5.14 0.53 0.121
H 0.85 3.01 -0.61 0.057
C -2.00 -3.66 -1.79 -0.016
C -1.94 -2.39 -1.20 -0.109
N -0.88 -1.97 -0.53 0.012
C 0.16 -2.81 -0.35 -0.153
C 0.19 -4.10 -0.91 -0.132
C -0.93 -4.50 -1.66 0.028
C 1.34 -4.93 -0.70 0.002
C 2.40 -4.49 0.01 0.006
C 2.40 -3.19 0.61 -0.129
C 3.48 -2.68 1.35 0.034
C 3.36 -1.47 1.97 -0.021
C 2.17 -0.75 1.84 -0.116
N 1.17 -1.17 1.08 0.003
C 1.27 -2.36 0.46 -0.155
H -2.88 -3.95 -2.33 0.121
H -2.77 -1.70 -1.29 0.113
H -0.93 -5.48 -2.12 0.134
H 1.32 -5.93 -1.12 0.129
H 3.25 -5.13 0.17 0.129
H 4.39 -3.26 1.44 0.134
H 4.17 -1.06 2.56 0.121
H 2.03 0.20 2.34 0.124
O 2.18 1.10 -0.26 -0.405
P 3.01 1.04 -1.52 0.815
C 2.91 2.57 -2.48 -0.283
C 2.70 2.60 -3.86 -0.068
C 2.62 3.83 -4.50 -0.055
C 2.79 5.01 -3.79 -0.054
C 3.05 4.97 -2.42 -0.059
C 3.12 3.75 -1.77 -0.090
C 4.76 0.86 -1.12 -0.281
C 5.14 1.05 0.20 -0.083
C 6.49 1.14 0.51 -0.059
C 7.44 1.03 -0.49 -0.052
C 7.06 0.81 -1.81 -0.054
C 5.71 0.75 -2.13 -0.074
C 2.36 -0.26 -2.60 -0.289
C 3.07 -1.40 -2.96 -0.062
C 2.48 -2.35 -3.78 -0.052
C 1.19 -2.16 -4.25 -0.060
C 0.47 -1.03 -3.88 -0.070
C 1.04 -0.08 -3.04 -0.137
H 2.59 1.69 -4.42 0.108
H 2.44 3.87 -5.57 0.115
H 2.72 5.96 -4.30 0.115
H 3.21 5.89 -1.88 0.113
H 3.33 3.70 -0.71 0.115
H 4.39 1.15 0.97 0.093
H 6.80 1.31 1.54 0.113
H 8.49 1.15 -0.26 0.116
H 7.80 0.71 -2.58 0.116
H 5.40 0.62 -3.16 0.115
H 4.09 -1.53 -2.61 0.108
H 3.04 -3.22 -4.08 0.117
H 0.75 -2.89 -4.91 0.116
H -0.52 -0.87 -4.28 0.115
H 0.53 0.86 -2.86 0.105
```

Properties
Charge: +2
⟨S²⟩: 6.028
LUMO energy (spin up / spin down), Ha: -0.2003 / -0.3194
Spin multiplicity: 5
HOMO energy (spin up / spin down), eV: -13.5 / -13.7
Electronic energy, Eh: -2311.192894
ΔE to the lowest compared entry with this formula, charge and spin, eV: 0.000
HOMO-LUMO gap (spin up / spin down), Ha: 0.297 / 0.183

---

(4)
A structure of composition C42H34BrN3O2PrS2Si. Source: the OMol25 dataset; level of theory: ωB97M-V with the def2-TZVPD basis set.

```
86
Properties=species:S:1:pos:R:3:lowdin_charge:R:1
Pr 0.48 0.63 -0.09 0.459
C 2.01 1.49 2.85 -0.033
C 1.01 0.45 3.26 -0.277
C 0.89 0.04 4.58 -0.004
C -0.08 -0.90 4.90 -0.041
C -0.94 -1.34 3.92 -0.001
C -0.81 -0.85 2.61 -0.196
N 0.22 -0.04 2.30 0.041
C -1.81 -1.14 1.56 -0.184
C -2.99 -1.80 1.88 0.013
C -3.97 -1.95 0.92 -0.031
C -3.74 -1.45 -0.35 -0.002
C -2.52 -0.84 -0.64 -0.179
N -1.57 -0.70 0.31 0.069
C -2.20 -0.39 -2.00 -0.182
C -3.03 -0.68 -3.09 -0.012
C -2.63 -0.37 -4.37 -0.051
C -1.38 0.22 -4.55 -0.014
C -0.62 0.54 -3.44 -0.306
C 0.71 1.20 -3.60 -0.031
N -1.02 0.26 -2.19 0.059
H 2.42 2.00 3.71 0.087
H 1.53 2.24 2.20 0.074
H 2.83 1.03 2.28 0.022
H 1.54 0.44 5.34 0.112
H -0.17 -1.27 5.91 0.107
H -1.72 -2.03 4.19 0.100
H -3.18 -2.17 2.88 0.103
H -4.91 -2.43 1.16 0.111
H -4.52 -1.54 -1.10 0.105
H -3.98 -1.17 -2.95 0.100
H -3.26 -0.60 -5.22 0.110
H -1.02 0.43 -5.54 0.112
H 1.06 1.14 -4.62 0.086
H 1.45 0.74 -2.93 0.061
H 0.63 2.26 -3.32 0.063
S 3.40 0.53 -0.10 0.560
C 3.90 1.99 -0.92 -0.680
C 5.22 2.07 -1.35 -0.159
C 5.73 3.21 -1.95 -0.132
C 4.91 4.32 -2.12 -0.134
C 3.60 4.25 -1.73 -0.164
C 3.05 3.10 -1.15 -0.679
S 1.35 3.18 -0.77 0.588
H 5.85 1.21 -1.19 0.083
H 6.77 3.23 -2.27 0.085
H 5.30 5.22 -2.57 0.084
H 2.94 5.10 -1.85 0.081
Br -1.61 7.60 1.05 0.690
C -1.88 6.09 2.19 -0.665
C -2.32 6.33 3.48 -0.149
C -2.53 5.24 4.31 -0.088
C -2.33 3.96 3.84 -0.031
C -1.89 3.73 2.54 -0.104
C -1.65 4.82 1.71 -0.057
C -1.73 2.30 2.03 -0.578
O -2.30 1.41 2.67 0.035
O -1.05 2.14 0.98 -0.174
H -2.49 7.34 3.83 0.091
H -2.86 5.40 5.32 0.097
H -2.52 3.10 4.47 0.110
H -1.28 4.65 0.71 0.105
C -2.60 -4.29 -3.44 -0.115
C -2.48 -4.22 -2.06 -0.107
C -1.41 -3.56 -1.49 -0.123
C -0.42 -2.96 -2.26 -0.338
C -0.58 -3.02 -3.64 -0.135
C -1.64 -3.68 -4.23 -0.114
Si 1.05 -1.99 -1.48 0.661
C 1.76 -3.30 -0.24 -0.332
C 2.22 -4.54 -0.68 -0.115
C 2.84 -5.42 0.19 -0.107
C 3.01 -5.08 1.52 -0.116
C 2.53 -3.87 1.98 -0.099
C 1.93 -2.99 1.10 -0.118
H -3.42 -4.83 -3.89 0.090
H -3.23 -4.69 -1.43 0.096
H -1.33 -3.53 -0.41 0.101
H 0.15 -2.54 -4.27 0.090
H -1.73 -3.73 -5.31 0.096
H 2.02 -2.22 -2.62 -0.023
H 2.10 -4.80 -1.72 0.095
H 3.22 -6.37 -0.18 0.092
H 3.50 -5.77 2.20 0.090
H 2.66 -3.60 3.02 0.095
H 1.59 -2.02 1.47 0.069
```

Properties
Charge: -1
⟨S²⟩: 2.002
LUMO energy (spin up / spin down), Ha: 0.0569 / 0.0569
Spin multiplicity: 3
HOMO energy (spin up / spin down), eV: -3.7 / -3.7
Electronic energy, Eh: -6112.787765
ΔE to the lowest compared entry with this formula, charge and spin, eV: 0.425
HOMO-LUMO gap (spin up / spin down), Ha: 0.194 / 0.195

---

(5)
A structure of composition C42H34F7N4PS2Yb. Source: the OMol25 dataset; level of theory: ωB97M-V with the def2-TZVPD basis set.

```
91
Properties=species:S:1:pos:R:3:lowdin_charge:R:1
Yb 0.44 -1.12 -0.26 1.225
C 4.36 -1.17 2.13 -0.028
C 3.93 -1.35 3.46 -0.042
C 2.62 -1.17 3.77 -0.004
C 1.69 -0.81 2.76 -0.216
N 2.10 -0.71 1.45 0.024
C 3.41 -0.88 1.18 -0.133
C 0.33 -0.48 3.03 -0.214
C -0.16 -0.26 4.34 -0.014
C -1.41 0.25 4.54 -0.044
C -2.20 0.58 3.41 -0.030
C -1.68 0.30 2.17 -0.130
N -0.49 -0.25 1.94 0.046
H 5.40 -1.29 1.85 0.110
H 4.64 -1.62 4.23 0.112
H 2.28 -1.31 4.79 0.106
H 3.69 -0.78 0.14 0.111
H 0.48 -0.46 5.19 0.107
H -1.78 0.44 5.54 0.112
H -3.17 1.03 3.52 0.109
H -2.26 0.54 1.29 0.099
S 3.05 0.49 -4.05 0.983
C 3.44 1.57 -2.78 -0.447
C 2.76 1.27 -1.63 -0.243
C 1.88 0.15 -1.71 -0.262
C 1.94 -0.37 -2.98 -0.531
C 1.17 -1.48 -3.50 -0.296
C 1.43 -2.02 -4.77 -0.043
C 0.68 -3.07 -5.24 -0.062
C -0.33 -3.58 -4.43 -0.068
C -0.52 -3.01 -3.19 -0.159
N 0.20 -1.99 -2.71 0.058
H 4.15 2.36 -2.95 0.054
H 2.89 1.88 -0.74 0.060
H 2.23 -1.60 -5.36 0.078
H 0.87 -3.50 -6.21 0.107
H -0.96 -4.40 -4.74 0.103
H -1.29 -3.39 -2.55 0.084
C 1.23 3.05 3.53 -0.027
C 1.80 3.68 2.25 -0.541
C 3.09 2.93 1.86 -0.039
C 2.18 5.13 2.54 -0.066
C 0.77 3.55 1.14 -0.151
C 0.14 4.67 0.57 -0.018
C -0.79 4.53 -0.45 -0.072
C -1.10 3.26 -0.90 -0.456
S -2.14 2.79 -2.19 1.135
C -1.80 1.11 -1.85 -0.487
N -0.96 0.91 -0.86 0.040
C -0.53 2.12 -0.32 -0.292
C 0.43 2.29 0.68 0.014
C -2.40 0.13 -2.77 -0.183
C -2.23 0.37 -4.14 -0.043
C -2.73 -0.50 -5.09 -0.063
C -3.45 -1.62 -4.69 -0.066
C -3.66 -1.85 -3.35 -0.029
C -3.14 -1.00 -2.37 -0.148
H 1.96 3.12 4.34 0.090
H 0.99 2.00 3.38 0.059
H 0.32 3.57 3.85 0.094
H 3.83 3.05 2.65 0.088
H 3.50 3.34 0.94 0.090
H 2.91 1.86 1.73 0.058
H 2.98 5.15 3.29 0.084
H 1.34 5.70 2.95 0.085
H 2.55 5.64 1.65 0.089
H 0.39 5.66 0.91 0.102
H -1.26 5.40 -0.89 0.110
H 0.90 1.41 1.09 0.078
H -1.67 1.24 -4.45 0.105
H -2.56 -0.31 -6.14 0.110
H -3.86 -2.29 -5.43 0.109
H -4.26 -2.69 -3.03 0.126
F 0.13 -4.16 -0.70 -0.159
P 1.20 -4.06 0.52 0.205
F 1.91 -2.80 -0.40 -0.245
F 0.15 -2.84 1.12 -0.264
F 2.16 -5.10 -0.17 -0.088
F 0.41 -5.13 1.36 -0.098
F 2.20 -3.73 1.69 -0.093
F -5.23 -2.24 2.65 0.067
C -4.68 -1.92 1.47 -0.292
C -5.11 -0.78 0.82 -0.004
C -4.54 -0.45 -0.40 -0.019
C -3.57 -1.27 -0.97 -0.196
C -3.17 -2.42 -0.29 -0.018
C -3.72 -2.75 0.94 0.014
H -5.87 -0.15 1.27 0.121
H -4.88 0.42 -0.94 0.126
H -2.50 -3.13 -0.77 0.104
H -3.43 -3.65 1.47 0.128
```

Properties
LUMO energy (spin up / spin down), Ha: -0.0249 / -0.0249
HOMO energy (spin up / spin down), eV: -5.7 / -5.7
Electronic energy, Eh: -4835.759227
HOMO-LUMO gap (spin up / spin down), Ha: 0.185 / 0.186

---

Which of these has the lowest electronic energy?
C42H34BrN3O2PrS2Si

---

Which of these has the highest electronic energy?
C42H33N3OPRh

---

What is the electronic energy in the fifth record?
-4835.759227 Eh